Entry 1:
Computed, not measured: a cluster of 2 separate species, C5H12O in total, with wB97M-V/def2-TZVPD.

* E_tot: -272.89473 Eh
* SMILES: C=CCC.CO

Last column: natural (NBO) charge in e.
CARTESIAN COORDINATES (ANGSTROEM)
C 0.726 2.028 -0.640  -0.6002
C -0.554 1.570 0.051  -0.4445
C -0.255 0.714 1.258  -0.1811
C -0.894 -0.408 1.577  -0.4139
O 1.123 -2.139 -0.011  -0.7397
C 0.220 -2.381 -1.081  -0.2534
H 1.358 2.607 0.047  0.2043
H 0.492 2.658 -1.501  0.2122
H 1.307 1.168 -0.986  0.2075
H -1.199 0.999 -0.631  0.2047
H -1.122 2.473 0.326  0.2142
H 0.894 -1.296 0.438  0.4875
H 0.478 1.116 1.972  0.1999
H -0.691 -0.929 2.513  0.2094
H -1.718 -0.811 0.981  0.1964
H 0.594 -1.964 -2.017  0.1581
H -0.780 -1.967 -0.952  0.1592
H 0.022 -3.437 -1.343  0.1791

=====

Entry 2:
Computed, not measured: a structure of composition C6H15FN3O3Pt, with wB97M-V/def2-TZVPD.

* net charge: +1
* E_tot: -846.39454 Eh
* multiplicity: 3

Last column: Mulliken spin population.
CARTESIAN COORDINATES (ANGSTROEM)
Pt -4.715 -2.194 13.060  0.9605
F -3.605 -2.440 14.685  0.0321
O -5.493 -0.303 19.079  0.0004
C -4.893 -0.486 18.036  -0.0010
N -5.467 -1.070 16.937  -0.0005
C -3.453 -0.066 17.862  0.0007
H -4.957 -1.093 16.077  0.0027
H -6.443 -1.310 16.956  0.0012
H -3.389 0.999 18.093  0.0001
H -3.081 -0.209 16.844  -0.0005
H -2.800 -0.557 18.582  -0.0002
O 0.867 -1.253 15.114  0.8996
C -0.294 -1.742 15.229  -0.0159
N -1.187 -1.605 14.291  0.0291
C -0.610 -2.437 16.537  0.0649
H -2.138 -1.991 14.454  -0.0005
H -0.942 -1.259 13.373  0.0045
H -1.590 -2.890 16.382  0.0187
H -0.664 -1.693 17.328  -0.0026
H 0.160 -3.177 16.730  -0.0012
O -5.430 -5.870 17.400  0.0016
C -5.857 -5.811 16.267  -0.0002
N -5.314 -4.929 15.358  0.0106
C -6.967 -6.697 15.759  0.0001
H -4.765 -4.173 15.728  -0.0029
H -5.481 -5.036 14.376  -0.0011
H -7.255 -6.426 14.741  -0.0003
H -7.851 -6.560 16.381  0.0001
H -6.706 -7.751 15.798  0.0000

=====

Entry 3:
Computed, not measured: a cluster of 3 separate species, C37H64IN4O4P in total, with wB97M-V/def2-TZVPD.

* net charge: +2
* E_tot: -2606.58779 Eh
* multiplicity: 3

Last column: Mulliken spin population.
CARTESIAN COORDINATES (ANGSTROEM)
C -2.957 3.137 5.440  0.0001
O -3.333 2.270 4.391  -0.0002
C -4.635 1.699 4.603  0.0001
C -4.840 0.484 3.670  0.0029
C -4.819 -0.858 4.459  -0.0003
C -3.383 -1.120 5.004  0.0002
C -2.572 -2.229 4.275  0.0002
C -3.006 -2.510 2.816  0.0052
C -1.949 -3.495 2.177  -0.0003
C -1.311 -2.931 0.892  -0.0015
N -0.182 -1.993 1.150  -0.0001
C 1.034 -2.254 0.660  -0.0003
C 2.102 -1.395 0.837  0.0007
C 1.910 -0.206 1.551  0.0001
C 2.970 0.830 1.783  0.0004
C 3.446 0.992 3.110  -0.0001
C 4.380 1.955 3.364  0.0000
N 4.862 2.777 2.401  0.0000
P 6.087 4.114 2.696  0.0000
O 5.088 5.404 2.932  0.0000
I 7.118 3.774 4.870  0.0000
C 4.449 2.622 1.147  0.0004
C 3.475 1.645 0.781  0.0000
C 0.630 0.049 2.080  0.0003
C -0.372 -0.866 1.850  0.0000
H -1.867 3.100 5.614  0.0000
H -3.185 4.194 5.204  0.0000
H -3.438 2.913 6.406  0.0000
H -4.757 1.423 5.667  0.0002
H -5.363 2.501 4.378  -0.0001
H -5.855 0.593 3.257  0.0020
H -4.060 0.447 2.897  -0.0056
H -5.459 -0.695 5.344  -0.0002
H -5.268 -1.697 3.914  0.0001
H -2.820 -0.176 5.080  0.0000
H -3.502 -1.456 6.050  -0.0001
H -2.563 -3.179 4.827  0.0001
H -1.522 -1.873 4.228  0.0000
H -3.119 -1.609 2.194  0.0006
H -3.967 -3.042 2.804  -0.0001
H -2.467 -4.436 1.944  0.0002
H -1.174 -3.729 2.923  -0.0002
H -0.907 -3.770 0.309  0.0000
H -2.079 -2.444 0.276  0.0024
H 1.223 -3.154 0.072  0.0000
H 3.088 -1.610 0.421  0.0003
H 3.075 0.367 3.920  0.0000
H 4.719 2.093 4.393  0.0000
H 4.223 5.255 2.516  0.0000
H 4.821 3.279 0.355  0.0001
H 3.125 1.543 -0.246  -0.0007
H 0.463 0.957 2.657  0.0000
H -1.349 -0.600 2.258  -0.0006
C 7.863 -0.677 -4.980  0.0094
C 6.750 -1.383 -4.167  0.0340
C 5.378 -1.001 -4.734  0.0261
C 4.959 0.429 -4.399  -0.0228
C 5.050 0.681 -2.896  0.0232
C 6.415 0.315 -2.301  0.0263
N 6.872 -1.038 -2.716  0.3476
O 6.197 -1.916 -2.022  0.5671
C 7.454 1.379 -2.712  0.0140
C 6.345 0.438 -0.779  -0.0164
C 6.990 -2.876 -4.411  -0.0016
H 8.155 -1.271 -5.844  0.0009
H 7.558 0.291 -5.378  0.0005
H 8.764 -0.537 -4.382  -0.0089
H 4.614 -1.685 -4.349  0.0051
H 5.381 -1.131 -5.818  -0.0005
H 5.573 1.152 -4.943  -0.0004
H 3.933 0.597 -4.735  0.0018
H 4.825 1.733 -2.689  -0.0012
H 4.263 0.097 -2.399  0.0022
H 8.455 1.092 -2.385  -0.0103
H 7.223 2.340 -2.248  0.0001
H 7.486 1.570 -3.781  0.0020
H 5.561 -0.179 -0.332  0.0079
H 6.128 1.467 -0.484  0.0027
H 7.297 0.152 -0.328  -0.0091
H 7.965 -3.183 -4.028  -0.0009
H 6.968 -3.088 -5.480  0.0003
H 6.228 -3.506 -3.954  0.0004
C -4.107 1.478 -2.765  0.0082
C -4.277 0.305 -1.769  0.0439
C -4.223 -1.023 -2.534  0.0197
C -5.481 -1.301 -3.353  -0.0182
C -6.730 -1.190 -2.480  0.0178
C -6.816 0.132 -1.709  0.0306
N -5.543 0.457 -0.997  0.3601
O -5.461 -0.300 0.066  0.5652
C -7.189 1.273 -2.676  0.0075
C -8.003 0.064 -0.743  -0.0060
C -3.058 0.402 -0.853  -0.0533
H -3.054 1.714 -2.921  0.0012
H -4.511 1.265 -3.752  0.0011
H -4.575 2.389 -2.388  -0.0113
H -4.077 -1.852 -1.831  0.0011
H -3.352 -1.031 -3.197  -0.0015
H -5.549 -0.619 -4.204  -0.0002
H -5.424 -2.305 -3.779  0.0015
H -7.620 -1.312 -3.101  0.0003
H -6.735 -2.029 -1.775  0.0054
H -7.160 2.239 -2.169  -0.0074
H -8.202 1.135 -3.056  0.0002
H -6.552 1.330 -3.556  0.0012
H -7.939 -0.783 -0.061  0.0002
H -8.934 -0.051 -1.299  0.0005
H -8.081 0.978 -0.151  0.0005
H -3.058 1.343 -0.297  -0.0005
H -2.137 0.361 -1.439  -0.0001
H -3.008 -0.422 -0.137  0.0275

=====

Entry 4:
Computed, not measured: an isolated molecule of C3Cl2O3, with wB97M-V/def2-TZVPD.

* E_tot: -1260.39376 Eh
* SMILES: O=C(Cl)C(=O)C(=O)Cl

Last column: natural (NBO) charge in e.
CARTESIAN COORDINATES (ANGSTROEM)
C 1.154 -0.644 0.163  0.4035
C 0.143 0.487 -0.417  0.4013
C -1.275 0.281 0.064  0.4562
O 0.963 -1.539 0.917  -0.4516
O 0.452 1.316 -1.215  -0.4077
O -1.995 0.792 0.821  -0.4199
Cl 2.749 -0.327 -0.301  0.0360
Cl -1.771 -1.140 -0.807  -0.0179

=====

Entry 5:
Computed, not measured: a structure of composition C4H7BaO, with wB97M-V/def2-TZVPD.

* net charge: +1
* E_tot: -257.03560 Eh

Last column: natural (NBO) charge in e.
CARTESIAN COORDINATES (ANGSTROEM)
C -1.732 -0.848 -0.165  -0.3715
C -0.702 -0.015 0.610  -0.3669
C 0.590 0.139 0.003  0.4765
O 1.633 0.277 0.655  -0.7065
Ba 4.485 0.564 0.453  1.7567
H -1.394 -1.320 -1.088  0.2306
H -0.728 -0.040 1.699  0.2532
H -2.366 -1.465 0.470  0.2494
H 0.635 0.167 -1.102  0.1354
C -1.889 0.613 -0.134  -0.3701
H -1.662 1.184 -1.035  0.2294
H -2.637 1.055 0.523  0.2494
H 5.765 -0.310 -0.889  -0.7657